No. 1
The following is a quantum chemistry calculation of C37H32FeNP2S as an isolated structure in a non-equilibrium geometry, from the OMol25 dataset.

Output
Frontier orbital gap (spin up / spin down): 8.25 / 3.56 eV
Charge: +2
HOMO level (spin up / spin down): -0.51951 / -0.52136 hartree
Electronic energy: -3827.7931 Eh
2S+1: 6

Geometry as XYZ:
```
74
Properties=species:S:1:pos:R:3:forces:R:3:lowdin_spin:R:1
C 0.69701 -1.47581 -4.40254 -0.298 0.039 -0.194 0.009
C -0.30443 -1.88663 -3.51033 0.187 0.935 0.135 0.020
C -1.64107 -1.96531 -3.93669 -0.134 -0.026 0.080 0.011
C -1.98897 -1.65096 -5.25115 0.325 -0.112 0.154 0.000
C -0.98593 -1.26733 -6.14316 0.017 0.075 0.110 0.011
C 0.34635 -1.18308 -5.72338 0.080 -0.130 -0.066 0.000
P 0.08213 -2.01825 -1.72000 -0.481 -3.175 -2.008 0.064
C -1.22388 -3.16571 -1.15357 -0.507 0.458 0.694 0.024
C -2.25640 -2.71605 -0.31745 0.168 -0.242 -0.097 0.013
C -3.24446 -3.60614 0.10719 0.086 -0.047 -0.042 0.001
C -3.20192 -4.94372 -0.30080 0.128 0.247 0.002 0.001
C -2.18436 -5.38664 -1.15506 0.117 0.353 -0.048 0.003
C -1.19442 -4.49701 -1.58690 -0.087 -0.115 0.189 0.003
Fe -0.08272 -0.03290 -0.79824 0.779 -0.506 -1.208 3.244
P 0.02534 1.95709 -1.72261 0.228 3.793 -2.040 0.107
C -1.28288 2.24369 -2.97252 -0.434 -0.267 -0.207 0.014
C -1.02253 2.38926 -4.34606 -0.130 0.134 0.254 0.005
C -2.07708 2.34548 -5.26318 -0.112 0.111 0.044 0.001
C -3.38328 2.09276 -4.83728 0.088 -0.090 0.200 0.006
C -3.66058 1.99760 -3.46627 0.335 0.211 0.047 0.001
C -2.62154 2.13880 -2.54035 -0.145 -0.355 -0.254 0.010
C -0.19920 3.31745 -0.50567 -0.033 -0.277 0.439 0.045
C 0.69256 3.36334 0.58080 -0.122 -0.021 0.234 0.019
C 0.55337 4.33417 1.57061 0.049 -0.055 -0.150 0.001
C -0.45928 5.29491 1.46977 -0.017 -0.248 0.027 0.032
C -1.33859 5.26890 0.38529 0.148 -0.177 -0.156 0.010
C -1.20356 4.28934 -0.60408 -0.169 0.080 0.183 0.014
C 1.59262 2.45335 -2.53462 0.640 -0.429 0.177 0.025
C 2.75458 1.67771 -2.37384 -0.123 0.148 -0.283 0.008
C 3.94858 2.04385 -2.99925 -0.122 0.025 0.031 0.000
C 4.00672 3.19043 -3.79203 -0.277 -0.161 0.150 0.000
C 2.86616 3.98779 -3.92260 -0.292 -0.098 0.225 0.002
C 1.66965 3.64324 -3.27706 0.183 -0.001 -0.160 0.004
C 1.57142 -3.07240 -1.57666 0.374 0.392 0.200 0.009
C 2.06674 -3.82107 -2.65367 0.146 0.083 0.130 0.002
C 3.30410 -4.46633 -2.53348 -0.146 0.038 0.254 0.001
C 4.05493 -4.33284 -1.36008 -0.244 0.024 0.021 0.003
C 3.53699 -3.62290 -0.26786 -0.293 -0.126 0.009 0.000
C 2.26986 -3.04037 -0.35552 0.336 0.131 -0.506 0.006
H 1.50411 2.63613 0.65298 -0.140 0.146 -0.018 0.001
H 1.23701 4.33917 2.42194 -0.172 0.083 -0.308 0.000
H -0.57250 6.05001 2.24754 0.039 -0.189 -0.222 0.001
H -2.14303 6.00350 0.31689 0.310 -0.199 -0.056 0.000
H -1.88873 4.28857 -1.44767 0.127 0.012 0.183 0.000
H -0.01545 2.62325 -4.69258 -0.308 -0.427 0.014 0.000
H -1.87438 2.53579 -6.32003 -0.047 -0.195 0.349 0.000
H -4.19579 1.98010 -5.56168 0.351 0.128 0.250 0.000
H -4.68172 1.82345 -3.11502 0.379 0.190 -0.144 0.000
H -2.86273 2.16380 -1.47220 0.109 -0.309 -0.340 0.001
H 2.74082 0.76730 -1.77336 -0.027 0.218 -0.152 0.007
H 4.82559 1.41154 -2.87033 -0.162 0.196 -0.045 0.000
H 4.93133 3.45438 -4.30722 -0.296 -0.034 0.174 0.000
H 2.89805 4.88494 -4.53788 -0.008 -0.160 0.182 0.000
H 0.78941 4.28581 -3.38450 0.381 -0.194 0.061 0.000
H 1.49748 -3.89316 -3.58411 0.271 0.040 0.297 0.000
H 3.67568 -5.07505 -3.35968 -0.074 0.249 0.249 0.000
H 5.03494 -4.80840 -1.27877 -0.329 0.186 -0.064 0.000
H 4.11025 -3.53180 0.65886 -0.212 -0.130 -0.348 0.000
H 1.83441 -2.52129 0.50286 0.245 -0.059 -0.188 0.001
H -2.27761 -1.66821 -0.00288 -0.117 -0.343 -0.066 0.008
H -4.03846 -3.24737 0.76378 0.202 -0.186 -0.198 0.000
H -3.96242 -5.63969 0.05612 0.227 0.192 -0.160 0.000
H -2.15358 -6.42398 -1.48920 -0.035 0.298 0.104 0.000
H -0.40019 -4.83417 -2.25505 -0.263 -0.011 0.244 0.000
H -2.41038 -2.29242 -3.23571 0.160 0.165 -0.187 0.000
H -3.02720 -1.71410 -5.59059 0.407 -0.023 0.226 0.000
H -1.26212 -1.02738 -7.17229 0.222 -0.079 0.299 0.001
H 1.12015 -0.90942 -6.44341 -0.229 -0.031 0.264 0.000
H 1.73382 -1.41679 -4.06457 -0.254 0.084 -0.211 0.000
H -1.41015 -0.03335 -1.48066 -0.890 -0.403 -0.434 0.053
H 1.31156 -0.56895 -1.22753 0.113 -0.095 -0.182 0.043
S -0.13988 0.26138 3.75041 -0.018 0.109 1.028 0.665
C -0.19162 0.15977 2.17418 -0.095 -0.405 -3.694 0.156
N -0.21852 0.05885 0.97743 -0.114 0.555 6.520 0.330
```
Forces are in eV/Å.



No. 2
The following is a quantum chemistry calculation of a 2-piece molecular cluster, C20H18O2S overall in a non-equilibrium geometry, from the OMol25 dataset.

Output
Frontier orbital gap: 4.06 eV
HOMO level: -0.21903 hartree
Electronic energy: -1321.4140 Eh
2S+1: 1

Geometry as XYZ:
```
41
Properties=species:S:1:pos:R:3:forces:R:3:mulliken_charge:R:1
C 4.62377 -0.69742 2.74332 -0.235 0.033 -0.007 -0.397
C 3.90994 -0.42695 3.91445 -0.158 0.084 -0.158 -0.540
C 2.59877 0.05080 3.84456 0.008 -0.114 -0.294 -0.234
C 2.00795 0.25231 2.59253 0.114 -0.300 -0.025 -0.108
S 0.34481 0.93750 2.48571 0.835 -0.658 0.099 1.233
C -0.70960 -0.40039 2.19806 0.652 -0.495 0.114 -1.022
C -2.10527 -0.26052 2.44096 -0.834 0.052 0.076 1.053
C -2.91506 -1.43604 2.51259 0.309 0.610 -0.088 -0.556
C -4.29352 -1.34724 2.63741 0.056 0.288 0.004 -0.515
C -4.91948 -0.09480 2.70426 0.065 0.007 -0.031 -0.449
C -4.14215 1.07341 2.68452 0.039 -0.413 0.043 -0.626
C -2.75968 1.00542 2.57392 0.084 -0.421 -0.121 -0.579
O 0.13449 1.52936 3.78891 -0.328 0.384 -0.193 -0.711
O 0.39090 1.77868 1.30432 -0.293 0.342 0.002 -0.668
C 2.72142 0.00288 1.41796 0.055 -0.224 0.271 -0.288
C 4.02703 -0.48888 1.49694 -0.199 0.080 0.058 -0.715
H 5.64473 -1.07016 2.80117 -0.201 0.075 -0.008 0.370
H 4.36276 -0.58111 4.89416 -0.039 0.026 -0.297 0.365
H 2.03383 0.27417 4.74879 0.103 -0.031 -0.274 0.430
H -0.22462 -1.37556 2.29726 -0.180 0.364 0.251 0.630
H -2.39577 -2.39732 2.48135 -0.298 0.168 -0.032 0.323
H -4.88400 -2.26049 2.69238 0.057 0.188 -0.015 0.361
H -6.00420 -0.02762 2.77978 0.255 -0.028 0.022 0.358
H -4.62342 2.04868 2.76932 0.108 -0.255 -0.015 0.360
H -2.17165 1.92657 2.59967 -0.196 -0.357 -0.094 0.328
H 2.25693 0.19704 0.45111 0.107 0.034 0.233 0.582
H 4.56492 -0.69703 0.57187 -0.011 0.060 0.287 0.376
C -0.48500 -1.31222 -0.54188 0.922 1.277 0.456 0.014
C -1.67369 -1.07381 -1.22116 -1.202 -0.114 -0.486 -0.169
C -2.41407 -1.95190 -2.00944 -0.174 1.169 0.517 -0.377
C -2.15819 -3.28788 -2.29562 0.418 -1.165 -0.133 -0.283
C -1.03904 -4.04390 -1.96400 -1.069 -0.082 -0.509 -0.294
C 0.09990 -3.63976 -1.27772 0.896 0.456 0.734 -0.411
C 0.35143 -2.41746 -0.65431 0.259 -1.114 -0.071 0.074
H -0.11604 -0.48250 0.07687 -0.092 -0.253 -0.616 0.143
H -2.08418 -0.06125 -1.12376 0.157 -0.413 0.061 0.336
H -3.33875 -1.54354 -2.43348 0.390 -0.122 0.131 0.309
H -2.92962 -3.80808 -2.87280 0.294 0.174 0.185 0.312
H -1.04761 -5.08344 -2.30795 0.005 0.380 0.086 0.309
H 0.89506 -4.38969 -1.19178 -0.259 0.335 -0.103 0.323
H 1.33711 -2.32442 -0.18086 -0.420 -0.029 -0.058 0.355
```
Forces are in eV/Å.



No. 3
The following is a quantum chemistry calculation of a 2-piece molecular cluster, C3H10N2S overall in a non-equilibrium geometry, from the OMol25 dataset.

Output
Frontier orbital gap: 9.90 eV
HOMO level: -0.33749 hartree
Electronic energy: -627.9199 Eh
2S+1: 1

Geometry as XYZ:
```
16
Properties=species:S:1:pos:R:3:forces:R:3:mulliken_charge:R:1
H -1.96469 0.63329 -0.78688 0.434 0.488 2.993 0.277
N -1.82100 1.31256 0.07482 -1.295 -0.382 -2.661 -0.666
C -0.68569 1.81387 -0.14784 0.861 3.039 -0.919 0.389
N -0.37308 3.24242 -0.16731 1.840 -3.331 0.916 -0.508
H 0.13567 1.28412 -0.50971 1.492 -1.155 -1.026 -0.067
H -1.14693 3.57636 0.34803 -0.473 1.805 0.880 0.306
H 0.65723 3.49400 0.08034 -2.866 -0.436 -0.175 0.262
C 0.68487 -1.57665 1.04410 0.622 -1.344 1.651 -0.888
C 0.23228 -2.18141 -0.31817 0.521 -0.009 1.495 -0.454
S 1.13556 -1.64078 -1.79711 0.331 1.418 0.272 -0.207
H 1.80583 -1.75235 1.12448 -1.342 0.317 0.187 0.290
H 0.45667 -0.53257 1.36831 0.098 -0.540 -1.225 0.255
H 0.16270 -2.16213 1.90832 1.007 0.642 -1.542 0.274
H 0.30108 -3.30088 -0.22270 0.283 1.114 -0.422 0.325
H -0.79336 -1.97153 -0.44451 -1.271 0.230 -0.310 0.329
H 1.21286 -0.23832 -1.55417 -0.242 -1.855 -0.114 0.085
```
Forces are in eV/Å.



No. 4
The following is a quantum chemistry calculation of a 2-piece molecular cluster, C2H9NOS2 overall in a non-equilibrium geometry, from the OMol25 dataset.

Output
Frontier orbital gap: 8.47 eV
HOMO level: -0.32243 hartree
Electronic energy: -1007.8855 Eh
2S+1: 1

Geometry as XYZ:
```
15
Properties=species:S:1:pos:R:3:forces:R:3:mulliken_charge:R:1
C 1.86713 1.72157 0.88350 0.134 -0.002 -1.265 -0.637
S 2.31325 -0.06947 0.33479 -0.183 0.098 0.017 -0.046
S 1.68702 -0.67270 -1.71774 0.582 1.336 1.027 -0.262
H 0.77203 1.94043 0.71175 1.258 -0.294 0.479 0.227
H 2.20884 1.83746 1.97144 -0.633 -0.583 -1.619 0.282
H 2.51043 2.38412 0.23135 -0.871 -0.574 0.887 0.258
H 1.44955 -1.95031 -1.41489 -0.127 -0.046 0.422 0.163
N -1.98540 -1.28814 0.81484 0.599 1.828 1.898 -0.537
C -1.73287 -0.89196 -0.53863 1.104 1.900 -0.418 -0.028
O -1.27646 0.60926 -0.77069 -5.965 -2.491 3.060 -0.533
H -2.68152 -0.61803 1.38001 2.315 -1.914 -1.871 0.265
H -1.05066 -1.41071 1.35418 -2.350 0.569 -1.103 0.263
H -2.64416 -0.93733 -1.13807 0.177 0.069 0.206 0.244
H -0.93933 -1.51209 -0.97708 -0.385 0.145 0.236 0.088
H -0.49786 0.85791 -1.12476 4.346 -0.041 -1.957 0.253
```
Forces are in eV/Å.



What did the third record say?
The following is a quantum chemistry calculation of a 2-piece molecular cluster, C3H10N2S overall in a non-equilibrium geometry, from the OMol25 dataset.

Output
Frontier orbital gap: 9.90 eV
HOMO level: -0.33749 hartree
Electronic energy: -627.9199 Eh
2S+1: 1

Geometry as XYZ:
```
16
Properties=species:S:1:pos:R:3:forces:R:3:mulliken_charge:R:1
H -1.96469 0.63329 -0.78688 0.434 0.488 2.993 0.277
N -1.82100 1.31256 0.07482 -1.295 -0.382 -2.661 -0.666
C -0.68569 1.81387 -0.14784 0.861 3.039 -0.919 0.389
N -0.37308 3.24242 -0.16731 1.840 -3.331 0.916 -0.508
H 0.13567 1.28412 -0.50971 1.492 -1.155 -1.026 -0.067
H -1.14693 3.57636 0.34803 -0.473 1.805 0.880 0.306
H 0.65723 3.49400 0.08034 -2.866 -0.436 -0.175 0.262
C 0.68487 -1.57665 1.04410 0.622 -1.344 1.651 -0.888
C 0.23228 -2.18141 -0.31817 0.521 -0.009 1.495 -0.454
S 1.13556 -1.64078 -1.79711 0.331 1.418 0.272 -0.207
H 1.80583 -1.75235 1.12448 -1.342 0.317 0.187 0.290
H 0.45667 -0.53257 1.36831 0.098 -0.540 -1.225 0.255
H 0.16270 -2.16213 1.90832 1.007 0.642 -1.542 0.274
H 0.30108 -3.30088 -0.22270 0.283 1.114 -0.422 0.325
H -0.79336 -1.97153 -0.44451 -1.271 0.230 -0.310 0.329
H 1.21286 -0.23832 -1.55417 -0.242 -1.855 -0.114 0.085
```
Forces are in eV/Å.



> Among the records above, which one has the highest electronic energy?

C3H10N2S



> The highest electronic energy belongs to which entry?

C3H10N2S